DFT (ωB97M-V/def2-TZVPD) results for a cluster of 3 separate species, C33H53N4O3 in total in a non-equilibrium geometry.

XYZ file:
```
93
Properties=species:S:1:pos:R:3:forces:R:3
C 3.5773 -1.0988 0.7576 0.596 -0.191 0.082
C 4.9061 -1.3813 1.4689 -0.715 0.330 -0.287
C 5.3853 -0.1172 2.1922 0.584 -0.237 0.035
C 6.7220 0.4509 1.6839 -0.579 -0.266 0.284
C 6.8517 0.6270 0.1704 0.391 0.432 -0.011
C 6.7912 2.0853 -0.2879 -0.402 -0.396 0.009
C 5.3755 2.6898 -0.2013 0.658 0.683 -0.132
C 4.7093 2.9247 -1.5685 -0.202 -1.079 0.278
C 3.2606 2.4157 -1.5978 0.504 0.681 -0.370
C 2.2415 3.4553 -1.1431 -0.135 -0.415 0.136
C 0.9333 2.7920 -0.6843 0.251 0.030 -0.603
N -0.1423 3.0833 -1.6297 -0.148 -0.130 0.380
C -1.3566 2.5427 -1.6987 0.578 0.173 0.288
N -2.2201 2.8945 -2.6616 -0.283 0.064 -0.360
C -3.2911 2.1759 -2.4257 0.295 0.049 0.119
N -3.1586 1.3956 -1.3634 -0.864 -0.150 -0.095
C -4.1859 0.4842 -0.8337 1.091 -0.066 0.432
C -3.9403 -0.9500 -1.2828 -0.320 0.151 -0.083
O -5.0269 -1.7577 -0.8798 -0.258 -0.300 -0.564
C -5.8452 -2.2609 -1.8975 -0.515 -2.224 0.364
O -6.2067 -3.4223 -1.8355 0.714 2.417 0.156
C -6.2972 -1.3329 -3.0035 0.360 -0.324 0.349
C -7.8265 -1.2659 -3.0445 0.497 0.181 -0.314
N -1.8961 1.6172 -0.8692 0.468 -0.049 -0.362
C -1.4444 0.9396 0.3405 -0.654 0.254 0.702
C -1.9401 1.6441 1.6118 -0.069 -0.418 -0.188
C -2.3012 0.6135 2.6579 -0.148 0.173 0.422
O -3.0431 1.2579 3.6793 0.217 0.000 -0.225
H 3.7656 -0.3230 0.0223 -0.198 0.218 -0.197
H 2.8594 -0.7371 1.4855 -0.326 0.065 0.040
H 3.1898 -1.9714 0.2420 -0.159 -0.150 -0.037
H 5.6155 -1.7096 0.7187 0.323 -0.095 -0.041
H 4.7709 -2.2070 2.1569 0.065 -0.155 0.211
H 4.6325 0.6670 2.1614 -0.279 0.015 -0.090
H 5.5149 -0.3715 3.2392 0.021 0.164 0.289
H 6.8762 1.4033 2.1846 0.123 0.241 0.024
H 7.5022 -0.2006 2.0614 0.252 -0.203 -0.080
H 7.8257 0.2477 -0.1239 0.152 -0.190 -0.176
H 6.1146 0.0555 -0.3898 -0.152 -0.199 0.006
H 7.1271 2.1178 -1.3192 0.207 0.216 -0.188
H 7.4859 2.6533 0.3193 0.216 0.202 0.020
H 4.7792 2.0422 0.4313 -0.340 -0.038 0.083
H 5.4659 3.6497 0.2989 -0.191 0.112 0.292
H 5.2540 2.3373 -2.3015 0.153 -0.025 -0.222
H 4.7834 3.9591 -1.8841 -0.045 0.243 -0.036
H 3.0253 2.1317 -2.6201 -0.216 -0.197 -0.157
H 3.2116 1.5220 -0.9892 -0.096 -0.221 0.175
H 2.0607 4.1044 -1.9947 -0.114 0.363 0.006
H 2.6345 4.0678 -0.3404 0.137 0.113 0.152
H 0.6768 3.0952 0.3246 -0.219 0.054 0.189
H 1.1168 1.7265 -0.7198 -0.070 -0.320 0.255
H 0.0435 3.7840 -2.3241 -0.124 0.118 -0.197
H -4.1977 2.1656 -2.9969 -0.212 0.141 -0.211
H -4.1788 0.5645 0.2482 -0.137 -0.026 0.187
H -5.1355 0.8501 -1.1851 -0.304 0.137 -0.179
H -3.7843 -0.9546 -2.3593 -0.050 -0.115 -0.194
H -3.0492 -1.3720 -0.8306 0.193 -0.020 0.116
H -5.9110 -1.7728 -3.9156 0.019 -0.131 -0.271
H -5.8364 -0.3551 -2.9139 -0.087 0.243 0.001
H -8.1758 -0.4355 -2.4464 -0.297 0.009 0.239
H -8.1286 -1.1067 -4.0704 -0.247 0.114 -0.174
H -8.2392 -2.2055 -2.7085 -0.217 -0.116 0.127
H -1.8961 -0.0427 0.3295 -0.003 -0.328 -0.226
H -0.3804 0.7808 0.3360 0.271 0.147 -0.251
H -1.2097 2.3426 1.9998 0.097 0.238 0.046
H -2.8579 2.1790 1.3943 -0.120 0.315 -0.114
H -2.9278 -0.1628 2.2168 0.031 -0.228 -0.240
H -1.4024 0.1460 3.0603 0.127 -0.165 0.069
H -3.4782 0.5645 4.1784 -0.115 0.046 0.334
C 10.2160 -3.6931 2.5330 0.004 -0.002 0.014
C 9.6533 -2.7399 1.6961 -0.002 0.026 -0.004
C 8.5108 -3.0431 0.9694 -0.031 0.031 -0.001
C 7.9256 -4.2962 1.0849 -0.020 0.013 -0.003
C 8.4869 -5.2483 1.9239 -0.009 -0.013 0.004
C 9.6338 -4.9478 2.6454 -0.002 0.003 0.005
H 11.1088 -3.4584 3.0975 0.007 0.001 0.001
H 10.1065 -1.7603 1.6097 0.014 0.001 -0.011
H 8.0753 -2.3002 0.3117 0.005 0.000 -0.007
H 7.0320 -4.5311 0.5204 0.002 -0.007 -0.008
H 8.0311 -6.2257 2.0149 0.005 -0.009 -0.005
H 10.0742 -5.6920 3.2958 0.000 -0.003 0.007
C -9.9626 -1.1512 0.2355 0.054 0.022 -0.015
C -11.0365 -2.0209 0.1107 0.005 -0.032 -0.008
C -12.3268 -1.5191 0.0171 -0.002 0.009 -0.010
C -12.5423 -0.1482 0.0412 -0.005 -0.008 -0.001
C -11.4682 0.7216 0.1632 0.002 0.033 -0.007
C -10.1782 0.2199 0.2635 0.012 -0.022 -0.027
H -8.9555 -1.5435 0.3121 -0.003 -0.023 0.017
H -10.8680 -3.0897 0.0870 0.001 -0.004 0.013
H -13.1652 -2.1968 -0.0745 -0.004 -0.004 -0.007
H -13.5485 0.2423 -0.0346 -0.006 0.004 0.004
H -11.6370 1.7905 0.1817 -0.006 0.005 0.010
H -9.3404 0.8991 0.3647 -0.002 0.012 0.016
```
Positions in Å, forces in eV/Å.

LUMO energy	-2.6	eV
charge	+1
spin multiplicity	1

DFT (ωB97M-V/def2-TZVPD) results for a structure of composition C33H53N5O5S in a non-equilibrium geometry.

XYZ file:
```
97
Properties=species:S:1:pos:R:3:forces:R:3
C -0.5072 -0.4141 -5.0642 1.294 -0.380 0.479
C -0.5209 -1.0884 -3.6319 -1.326 -0.717 -0.457
C -0.7888 -0.0633 -2.4914 -0.793 -0.330 -0.539
C -1.7988 -2.0346 -3.6356 0.090 0.718 -0.589
C 0.6964 -2.0331 -3.3914 -0.192 0.592 0.755
C 2.0419 -1.3790 -2.9170 1.189 -0.617 0.407
C 2.3523 0.0268 -3.5070 0.505 -0.448 0.113
C 3.1847 -2.3191 -3.4551 -0.661 0.459 -1.120
C 2.2168 -1.3637 -1.3658 -0.134 -0.002 0.621
C 2.7434 -2.4745 -0.6721 -0.035 0.148 0.267
C 2.9420 -2.4647 0.7166 0.169 -0.142 0.502
C 2.6280 -1.3459 1.4946 -0.515 0.711 -1.348
O 2.7816 -1.2524 2.8637 0.508 -0.650 -0.548
C 4.1219 -1.4633 3.3007 0.373 0.437 1.066
C 4.8819 -0.1263 3.4452 -0.260 -1.108 -0.167
O 4.3784 0.5097 4.6173 0.913 0.534 -0.840
C 5.1678 1.6843 4.8287 -0.881 -0.129 1.144
C 4.6315 2.3560 6.1395 1.136 0.169 -1.131
C 5.0573 3.8347 6.1198 -1.113 -0.997 0.478
C 4.1358 4.7941 6.4526 1.743 0.780 -0.534
C 4.5428 6.2090 6.3982 -1.056 -0.387 0.349
C 5.7748 6.6437 6.0402 0.639 0.007 -0.118
C 6.7805 5.6625 5.7040 -1.186 -1.349 0.143
N 8.0252 5.8512 5.3361 0.818 0.289 -0.109
S 8.7435 4.3960 5.0855 -2.031 0.688 0.551
N 7.4419 3.4844 5.4256 0.309 -1.246 -0.063
C 6.4019 4.2229 5.7511 0.661 2.065 -0.019
C 2.0977 -0.2292 0.8244 0.140 0.053 0.326
C 1.8998 -0.2446 -0.5577 0.218 -0.444 -0.488
H -1.3549 -0.7323 -5.6857 0.142 0.436 0.342
H -0.4106 0.6860 -4.9971 -0.359 -0.498 -0.125
H 0.4130 -0.7628 -5.5788 -0.509 0.236 0.067
H -0.6053 -0.5253 -1.5083 0.182 0.402 -0.317
H -1.8798 0.1471 -2.5252 0.541 0.066 0.022
H -0.2927 0.9084 -2.6363 0.118 -0.485 0.296
H -2.1475 -2.2756 -2.6162 0.376 -0.205 -0.351
H -2.6218 -1.4887 -4.1472 0.433 -0.324 0.419
H -1.6093 -2.9383 -4.2500 -0.066 0.266 0.522
H 0.8847 -2.6433 -4.2959 -0.144 0.433 0.244
H 0.3736 -2.7543 -2.6097 0.316 0.307 -0.305
H 2.1433 0.0157 -4.5875 -0.044 0.284 0.434
H 3.4423 0.1980 -3.3879 -0.520 -0.028 -0.059
H 1.8637 0.8614 -2.9863 -0.107 -0.360 -0.498
H 4.1899 -1.9386 -3.2105 -0.402 -0.362 0.249
H 3.1087 -2.2959 -4.5649 0.115 -0.043 0.509
H 3.0271 -3.3711 -3.1715 0.250 0.441 0.022
H 3.0490 -3.3964 -1.1759 -0.236 0.468 0.062
H 3.3784 -3.3454 1.2105 -0.261 0.330 -0.323
H 4.0533 -1.8750 4.3278 -0.018 0.138 -0.506
H 4.6930 -2.1945 2.7046 -0.388 0.385 -0.116
H 4.7791 0.5085 2.5413 -0.175 -0.183 0.392
H 5.9654 -0.3607 3.5491 -0.423 0.164 0.128
H 5.0119 2.4136 4.0052 0.289 -0.470 0.147
H 6.2236 1.3791 4.9263 -0.353 0.425 -0.187
H 5.0508 1.8536 7.0303 -0.351 0.103 -0.379
H 3.5351 2.2422 6.0804 0.482 0.224 0.392
H 3.1247 4.4979 6.7493 0.419 0.270 -0.147
H 3.7723 6.9384 6.6780 0.401 -0.195 -0.165
H 6.0587 7.7006 6.0092 -0.300 -0.405 0.048
H 1.8660 0.6693 1.4144 0.103 -0.609 -0.447
H 1.5140 0.6451 -1.0603 0.084 -0.217 0.464
C -4.9076 0.4996 -5.2001 -0.045 0.046 0.007
O -3.8995 -0.0680 -5.5795 -0.089 -0.048 0.005
N -5.9590 -0.1022 -4.6108 0.070 0.220 -0.092
C -7.1298 0.6369 -4.1837 0.095 -0.276 0.039
C -5.9178 -1.5394 -4.3956 0.253 0.175 -0.336
H -5.0400 1.5890 -5.3148 -0.038 0.005 0.017
H -7.2642 0.5127 -3.1073 -0.137 0.066 -0.022
H -8.0106 0.2532 -4.7032 -0.083 0.101 0.087
H -7.0181 1.6966 -4.4086 0.062 -0.040 -0.030
H -5.0603 -1.7855 -3.7674 -0.069 -0.133 0.003
H -5.8007 -2.0440 -5.3580 0.069 -0.058 0.051
H -6.8278 -1.8745 -3.9154 0.026 0.181 0.047
C -7.2238 -4.1911 -2.7836 0.062 -0.071 0.080
O -7.4779 -3.1017 -2.3028 -0.274 -0.216 0.119
N -8.1285 -5.1590 -3.0284 0.197 -0.035 -0.058
C -7.7539 -6.4359 -3.6046 -0.258 0.118 0.088
C -9.5230 -4.9127 -2.7035 0.152 0.217 0.074
H -6.1962 -4.4775 -3.0652 -0.011 -0.036 -0.026
H -8.2859 -6.5786 -4.5475 0.076 -0.135 -0.009
H -8.0220 -7.2382 -2.9142 0.061 -0.095 -0.105
H -6.6823 -6.4726 -3.7926 -0.022 0.065 0.030
H -9.8781 -4.0446 -3.2609 -0.102 -0.024 0.071
H -9.6156 -4.7003 -1.6376 -0.117 0.023 -0.038
H -10.1267 -5.7813 -2.9569 0.092 -0.016 -0.023
C -0.0020 2.8921 2.6050 -0.060 0.024 0.012
O 0.8920 2.2853 2.0480 -0.056 0.275 0.136
N -0.0833 3.0860 3.9363 -0.152 0.105 -0.064
C -1.1757 3.8184 4.5445 0.262 -0.154 0.100
C 0.9632 2.5394 4.7851 0.037 -0.089 -0.283
H -0.8392 3.3428 2.0465 -0.022 0.014 0.040
H -0.7787 4.6826 5.0821 -0.152 0.037 0.037
H -1.7027 3.1682 5.2461 -0.097 0.125 0.028
H -1.8760 4.1635 3.7858 0.055 -0.037 -0.028
H 1.9262 2.9628 4.4919 0.035 -0.087 0.062
H 1.0095 1.4568 4.6565 0.147 0.016 0.066
H 0.7617 2.7754 5.8285 -0.083 0.040 -0.050
```
Positions in Å, forces in eV/Å.

LUMO energy	-0.5	eV
spin multiplicity	1

DFT (ωB97M-V/def2-TZVPD) results for a structure of composition C33H54AuCl2N2O2P2 in a non-equilibrium geometry.

XYZ file:
```
96
Properties=species:S:1:pos:R:3:forces:R:3
Au -0.2335 1.7719 0.3404 -0.520 -0.509 0.404
Cl -1.5594 2.1192 -1.7401 -1.676 -0.269 -2.588
P 0.9236 3.5823 -0.4161 -0.396 -1.614 0.929
C -0.0549 5.1242 -0.7227 0.317 0.306 -0.199
C 2.0031 3.6565 1.1149 0.586 0.903 -0.305
C 1.7713 3.0790 -1.9722 0.284 0.681 -0.185
C -1.4303 5.2043 -0.0339 0.003 -0.172 0.076
H -0.2516 5.1129 -1.8103 0.240 -0.056 0.305
C 0.8232 6.3227 -0.3615 -0.021 0.477 -0.072
H 0.9233 6.4078 0.7262 0.012 0.002 -0.130
H 0.3835 7.2584 -0.7300 -0.009 -0.079 0.100
H 1.8305 6.2517 -0.7839 -0.123 -0.016 0.070
H -2.1355 4.4985 -0.4815 0.249 -0.023 0.104
H -1.8556 6.2111 -0.1470 0.230 -0.024 -0.050
H -1.3746 4.9813 1.0379 0.028 0.026 -0.218
H 0.9409 3.0816 -2.7029 0.221 0.114 0.363
C 2.3119 1.6427 -1.9316 -0.143 -0.253 0.111
C 2.8097 4.1385 -2.3342 0.257 0.020 -0.441
H 2.3226 5.0765 -2.6264 0.136 -0.083 0.056
H 3.4406 3.8174 -3.1739 -0.069 0.057 0.090
H 3.4666 4.3446 -1.4775 -0.028 -0.051 -0.200
H 1.7063 1.0391 -1.2377 0.361 0.100 -0.259
H 3.3684 1.5763 -1.6298 -0.267 0.170 -0.036
H 2.1996 1.1455 -2.9084 0.091 0.318 0.174
C 1.0908 3.9003 2.3342 -0.028 -0.074 0.133
H 2.7392 4.4754 1.0269 -0.067 -0.139 0.166
C 2.7406 2.3191 1.3205 -0.003 -0.132 0.027
H 0.4563 4.7881 2.2514 0.133 -0.035 -0.082
H 1.6925 4.0086 3.2458 0.074 0.017 -0.182
H 0.4299 3.0320 2.4776 0.238 0.330 0.001
H 2.0298 1.4837 1.4452 0.292 0.306 -0.046
H 3.3428 2.3540 2.2393 -0.092 0.179 -0.132
H 3.4100 2.0504 0.4980 -0.083 0.153 0.083
Cl -0.7325 0.6383 2.3057 -0.420 -1.187 1.384
H -1.7835 2.3863 0.5809 -0.514 0.424 0.556
P -3.5333 -0.6290 -0.3284 0.939 0.732 0.810
C -3.7632 -1.0483 -2.0983 -0.145 0.165 -0.014
C -3.3542 -2.0992 0.8528 -0.347 0.053 -0.636
C -4.7623 0.6637 0.1756 0.314 0.022 -0.330
C -2.4461 -1.0826 -2.8839 0.153 0.010 0.188
H -4.3699 -0.2192 -2.5080 0.095 -0.240 0.328
C -4.5321 -2.3627 -2.1540 -0.229 -0.338 -0.337
H -3.8918 -3.1962 -1.8429 -0.132 0.129 0.028
H -4.8326 -2.5604 -3.1882 0.025 0.000 0.064
H -5.4397 -2.3548 -1.5373 0.167 -0.068 -0.107
H -1.9391 -0.1101 -2.8141 -0.049 -0.376 -0.009
H -2.6510 -1.3018 -3.9411 -0.053 0.000 0.228
H -1.7709 -1.8554 -2.4985 -0.087 0.222 -0.129
H -4.6421 1.4172 -0.6263 0.027 -0.417 0.182
C -4.4919 1.3894 1.5107 0.144 0.006 0.053
C -6.1299 -0.0062 0.0714 -0.516 0.049 0.006
H -6.3733 -0.2729 -0.9631 0.059 -0.043 0.151
H -6.9199 0.6687 0.4166 0.093 0.023 0.013
H -6.1849 -0.9115 0.6899 -0.002 0.146 -0.072
H -3.4336 1.3177 1.7968 -0.233 0.099 0.007
H -5.1183 1.0117 2.3295 0.149 -0.108 -0.219
H -4.7241 2.4587 1.3948 0.073 -0.341 -0.037
C -1.9808 -2.7316 0.5786 0.229 0.263 -0.058
H -4.1689 -2.8020 0.6177 0.091 0.151 -0.062
C -3.4371 -1.6465 2.3069 0.234 0.351 0.156
H -1.8737 -3.1719 -0.4245 -0.091 0.208 0.256
H -1.7589 -3.5100 1.3194 -0.155 0.104 -0.116
H -1.2359 -1.9325 0.7013 0.104 -0.312 -0.111
H -2.5903 -0.9679 2.4865 -0.283 -0.035 0.153
H -3.3079 -2.5052 2.9778 -0.077 0.021 -0.251
H -4.3726 -1.1389 2.5735 0.175 -0.154 -0.152
O 0.6019 -1.5091 -2.9296 0.221 -0.163 0.121
C 1.0741 -1.6899 -1.8176 0.031 0.176 1.380
N 1.9304 -2.7500 -1.4937 -0.221 -0.012 -1.511
C 2.3197 -2.7576 -0.1330 -0.154 -0.449 0.348
C 1.6710 -1.4058 0.3132 -0.144 0.709 0.846
O 1.9296 -0.9100 1.4216 -0.214 -0.655 -1.198
N 0.8782 -0.9274 -0.6623 0.097 -0.175 -0.488
C 1.6637 -3.9279 0.6146 0.204 -0.047 -0.017
C 1.3411 -3.8016 1.9678 -0.149 -0.346 0.037
C 0.7072 -4.8499 2.6437 0.275 0.195 -0.481
C 0.4095 -6.0350 1.9691 0.065 0.170 -0.009
C 0.7571 -6.1739 0.6256 0.225 0.189 -0.396
C 1.3866 -5.1274 -0.0604 -0.102 0.164 0.568
C 3.8142 -2.6259 0.0670 0.181 -0.105 -0.083
C 4.5062 -3.2960 1.0779 0.288 0.478 -0.185
C 5.8568 -3.0037 1.3049 -0.106 0.135 -0.374
C 6.5207 -2.0674 0.5041 -0.149 -0.001 0.003
C 5.8291 -1.4149 -0.5249 -0.308 -0.215 -0.082
C 4.4818 -1.7126 -0.7577 0.652 0.093 0.242
H 2.2211 -3.4021 -2.2080 -0.006 0.182 0.237
H 1.5788 -2.8658 2.4721 -0.105 -0.165 -0.099
H 0.4663 -4.7105 3.6917 -0.087 -0.153 -0.049
H -0.0897 -6.8465 2.4882 0.043 0.027 -0.038
H 0.5531 -7.0969 0.0782 -0.032 0.189 0.281
H 1.6610 -5.2279 -1.1155 -0.210 -0.052 0.448
H 3.9855 -4.0202 1.6985 0.110 0.152 -0.056
H 6.3827 -3.5071 2.1134 -0.027 0.073 -0.163
H 7.5772 -1.8441 0.6715 -0.335 -0.062 0.025
H 6.3196 -0.6657 -1.1591 -0.092 -0.379 0.320
H 3.9503 -1.2179 -1.5760 0.085 -0.140 0.384
```
Positions in Å, forces in eV/Å.

LUMO energy (spin up / spin down)	2.4 / 0.5	eV
charge	-1
spin multiplicity	3

Total energy
In order: -1733.707754 -2337.349032 -3288.616906
Unit: a.u.